Molecular formula: C12H13AsF6NO8SeSiV
Method: DFT, the ωB97M-V functional and the def2-TZVPD basis

The calculation puts the energy at -206582.708 eV. The energy relative to the best compared isomer or geometry (same formula, charge and spin) comes out at 20.26 kcal/mol. For the largest force on an atom, the calculation gives 0.72 eV Å⁻¹. Its net charge is -2. Its multiplicity is 3. The value obtained for the HOMO energy (alpha / beta) is -2.865 / -3.353 eV. Its LUMO energy (alpha / beta) is 3.86 / 3.85 eV. The frontier orbital gap (alpha / beta) is 6.7 / 7.2 eV. Its expectation value of S² is 2.013.

Each line ends with the Löwdin charge.
Positions of all 44 atoms, in Å:
1 V 0.0793 0.1830 0.8110  0.88
2 C -1.6072 -2.7457 -4.2522  -0.20
3 Si -2.3477 -2.8696 -2.5276  0.39
4 C -4.1820 -2.4686 -2.6537  -0.20
5 C -2.1624 -4.6411 -1.9214  -0.20
6 C -1.5236 -1.7382 -1.3932  -0.22
7 C -0.9327 -1.0303 -0.5869  -0.15
8 H -2.1885 -3.3145 -4.9839  0.02
9 H -0.5821 -3.1231 -4.2554  0.02
10 H -1.5804 -1.7014 -4.5667  0.02
11 H -4.7069 -3.1713 -3.3077  0.02
12 H -4.3147 -1.4600 -3.0508  0.02
13 H -4.6438 -2.5003 -1.6648  0.02
14 H -2.5788 -5.3655 -2.6275  0.01
15 H -2.6644 -4.7623 -0.9592  0.02
16 H -1.1063 -4.8688 -1.7638  0.03
17 F 0.0118 -1.4861 2.1421  -0.31
18 As 1.4606 -2.6001 2.1456  0.74
19 F 1.5650 -2.2626 0.4510  -0.24
20 F 2.3924 -1.1684 2.4357  -0.24
21 F 1.2443 -2.8243 3.8414  -0.24
22 F 2.8854 -3.5693 2.1390  -0.25
23 F 0.4367 -3.9450 1.8320  -0.24
24 O 2.9352 1.8441 -1.7011  0.07
25 C 1.8237 1.7013 -1.2188  -0.54
26 O 1.4516 0.8065 -0.3877  -0.10
27 C 0.6987 2.6539 -1.6333  -0.27
28 C 1.0112 4.0860 -1.8912  -0.19
29 C 0.1753 4.8208 -2.8478  -0.01
30 C -0.9253 4.2635 -3.3633  -0.02
31 C -1.2183 2.8706 -3.0917  -0.11
32 C -0.4536 2.0663 -2.3455  0.15
33 N -2.3827 2.2943 -3.7898  -0.35
34 O -2.5795 1.1033 -3.7118  0.08
35 O -3.0947 3.0663 -4.4185  0.04
36 H 2.0439 4.3877 -1.7598  0.15
37 H 0.4624 5.8260 -3.1318  0.10
38 H -1.5754 4.7982 -4.0382  0.10
39 H -0.6595 1.0042 -2.2465  0.12
40 O -1.7943 2.2389 3.4555  -0.64
41 Se -0.7285 2.4553 2.2497  1.00
42 O 0.6081 1.4276 2.4640  -0.66
43 O -1.3078 1.3621 0.9293  -0.64
44 O 0.3680 3.6668 -0.6828  0.04